1.
18
Properties=species:S:1:pos:R:3:forces:R:3:mulliken_charge:R:1 method="wB97M-V/def2-TZVPD" fmax_ev_per_a=3.94 e_homo_ev="-8.5 / -8.7" de_lowest_ev=5.433 total_energy_ha=-268.91670
C -0.529684 1.426450 0.849660 -1.081 1.033 -1.735 -1.0175
C -0.499230 -1.827471 0.603722 0.073 1.551 0.494 -0.5563
H -0.088062 2.352166 -2.221305 -0.626 -0.746 0.504 0.2734
H 2.162640 -0.455915 -0.591147 1.519 1.687 -1.399 0.3212
N 0.394957 -1.266865 -0.338029 1.134 -0.674 -0.976 -0.2809
H -1.757849 1.940185 -1.382134 1.983 0.100 -0.189 0.2574
N 0.076125 1.250675 -0.466660 1.418 -1.197 1.404 -0.0863
H 2.436590 -1.983506 0.215692 -0.641 -0.376 -0.557 0.3466
H 0.121987 1.110135 1.707793 -0.815 -0.131 -0.991 0.2689
H -0.493415 2.548514 0.822945 -0.585 -0.526 0.804 0.4501
C 1.786510 -1.099389 0.109366 -1.841 -1.777 0.402 -0.8475
H 1.824387 -0.710386 1.089327 -0.033 1.013 1.340 0.3275
H -1.408189 -2.168482 0.131178 -0.307 -0.035 -0.217 0.2248
H -0.984855 0.730290 -2.312583 1.427 0.762 1.097 0.2714
H -0.748210 -0.894178 1.210748 -0.076 -1.552 0.201 0.1511
H -0.066605 -2.646057 1.169426 0.088 0.005 0.603 0.3169
C -0.643346 1.587185 -1.608920 -3.705 0.271 -1.310 -0.7399
H -1.659069 1.081338 0.838920 2.068 0.592 0.524 0.3190

=====

2.
19
Properties=species:S:1:pos:R:3:forces:R:3:mulliken_charge:R:1 method="wB97M-V/def2-TZVPD" fmax_ev_per_a=7.05 e_homo_ev=-8.8 de_lowest_ev=3.025 total_energy_ha=-344.27387
H -0.439981 1.837865 0.951860 2.429 -2.653 -0.265 0.1534
N 0.504524 -1.623031 0.729826 -3.453 0.158 6.148 -0.7226
H -2.168606 0.569958 -1.141885 -1.034 -0.090 -0.670 0.3051
H 0.999287 -0.735578 -2.455485 0.138 -0.792 -2.060 0.2902
H -0.671690 -1.575054 -1.512651 -1.240 -0.353 0.921 0.5767
C -0.478209 -0.563868 -1.175230 1.914 1.052 2.736 -0.0038
H -1.459245 0.035272 -2.773959 -1.316 0.054 -1.696 0.4565
H 1.193850 -1.563704 0.116298 4.353 -0.080 -2.888 0.2495
H 1.299971 1.192477 0.456295 -0.012 -0.253 -0.932 0.3028
C -0.279276 -0.397349 0.511169 -1.203 -2.887 -3.135 0.0859
C -1.337553 0.453203 -1.823355 0.619 1.445 1.509 -1.4014
N 0.868332 0.627517 2.378944 -0.091 0.180 -1.220 -0.5205
H 0.843818 -1.625985 1.770122 -0.456 0.065 -2.832 0.3076
H 0.232968 0.991181 3.075454 0.176 0.181 -0.093 0.2140
H 1.780639 1.057416 2.430874 -0.150 0.091 0.665 0.2001
C 0.408515 0.859057 0.955467 -2.754 2.810 2.436 -0.4520
H -0.888718 1.479280 -1.902599 0.013 -1.085 0.119 0.2790
H -1.270728 -0.594293 1.006209 0.796 0.778 -0.418 0.2764
O 0.862104 -0.424365 -1.597355 1.269 1.378 1.674 -0.5969

=====

3.
19
Properties=species:S:1:pos:R:3:forces:R:3:mulliken_charge:R:1 method="wB97M-V/def2-TZVPD" fmax_ev_per_a=1.64 e_homo_ev=-9.2 de_lowest_ev=1.852 total_energy_ha=-344.31694
H -0.494537 -1.921000 -0.293111 -0.126 0.143 -0.062 0.2633
C 0.495449 0.867687 -1.656958 -0.796 -0.159 0.206 -0.7764
N -0.473990 -0.288521 1.854492 -0.548 -0.510 -0.787 -0.5170
H -1.617572 -0.991202 3.434075 -0.165 -0.109 0.178 0.3317
O 1.803416 1.248666 -2.030366 -0.008 0.313 0.822 -0.5216
H 2.006433 0.891494 -2.875066 0.268 -0.463 -0.988 0.3054
H -0.057377 0.391276 -2.471280 0.157 -0.004 -0.069 0.3616
C -0.585254 0.423998 0.562058 -0.268 -1.612 -0.088 -1.0013
C -1.800527 -0.493864 2.487353 1.127 0.482 0.087 -0.9238
H 1.471836 0.063564 -0.002233 -0.081 -0.088 0.205 0.2545
H 1.087339 -2.045536 -0.642643 0.190 0.006 0.031 0.2241
H -2.457476 -1.116192 1.875781 -0.304 0.214 -0.058 0.3271
H -0.243005 -1.230418 1.539117 0.572 0.103 0.467 0.2872
H -1.529541 0.109568 0.077885 -0.224 0.557 0.058 0.4211
H -0.565415 1.493248 0.698727 0.068 0.300 0.032 0.4339
H -2.210517 0.489399 2.702226 -0.414 -0.068 -0.060 0.3278
H -0.049108 1.779463 -1.393715 0.083 0.065 -0.055 0.2504
N 0.272869 -1.470875 -0.771871 -0.126 -0.335 -0.316 -0.6963
C 0.473834 -0.075562 -0.435029 0.594 1.165 0.395 0.6483

=====

4.
19
Properties=species:S:1:pos:R:3:forces:R:3:mulliken_charge:R:1 method="wB97M-V/def2-TZVPD" fmax_ev_per_a=3.00 e_homo_ev=-8.3 de_lowest_ev=2.267 total_energy_ha=-344.30171
N 0.983748 -1.650182 0.365242 -0.197 -0.284 0.404 -0.7537
H 1.557110 -2.345665 -0.105284 -0.112 -0.174 0.121 0.1392
H -1.030808 -0.836206 2.143597 0.030 -0.175 0.232 0.2454
H 0.958538 1.517213 -2.120001 -0.017 0.036 -0.013 0.3406
H -2.229621 -1.437750 0.998035 -0.085 0.278 -0.262 0.2932
O -0.778079 -3.168232 0.114556 -0.019 -0.062 0.221 -0.4673
C -1.217399 -1.061011 1.095078 0.809 1.966 0.244 -0.8290
H 1.629677 2.537577 0.135470 0.010 0.047 0.051 0.3317
H 0.825423 0.220876 -0.051251 -0.390 0.726 -0.136 0.3740
H -0.144240 -3.639950 -0.442790 0.045 0.094 0.193 0.2939
C 0.653585 2.201216 0.506506 -0.030 -0.166 -0.164 -0.9813
C -0.231738 -2.007331 0.585281 0.694 0.001 -1.550 0.6838
N 0.169963 1.022756 -0.201398 1.073 0.075 -0.236 -0.3408
H -0.708916 2.036770 -1.813169 -0.037 -0.064 -0.032 0.3540
H -0.792804 0.069030 0.568053 -1.788 -2.316 0.654 0.4243
H 0.740574 1.964467 1.565542 0.028 0.070 0.055 0.3024
H -0.056592 3.021261 0.383719 -0.003 -0.012 0.050 0.3387
C 0.013901 1.238778 -1.635058 0.079 -0.072 0.234 -1.0193
H -0.342320 0.316383 -2.092127 -0.092 0.032 -0.065 0.2702

=====

5.
19
Properties=species:S:1:pos:R:3:forces:R:3:mulliken_charge:R:1 method="wB97M-V/def2-TZVPD" fmax_ev_per_a=2.74 e_homo_ev=-8.6 de_lowest_ev=1.852 total_energy_ha=-344.31696
C 0.009759 -0.410605 -0.612317 0.299 -0.389 1.407 -0.8139
H -1.384922 1.953476 -0.676282 -0.261 -0.002 -0.063 0.3910
H 0.476357 -0.115803 -1.565657 -0.088 -0.152 0.373 0.4383
H -0.939894 0.694964 2.392271 0.620 -0.003 -0.048 0.2491
H -0.676265 2.917579 1.532365 -0.222 -0.415 0.144 0.3220
C -0.004669 0.723162 0.415036 -1.096 0.379 0.254 0.3531
C -0.392465 2.041802 -0.233297 0.998 -0.030 0.149 -0.8350
H 1.842848 -2.306341 -1.725226 -0.937 0.491 0.547 0.2785
H -1.854105 1.020332 1.112356 -0.495 -0.314 0.192 0.3066
H 0.277906 -3.153629 -1.386292 -0.425 0.340 -0.324 0.3266
H 0.314885 2.234086 -1.044537 -0.097 0.338 0.073 0.3397
H -1.023600 -0.715981 -0.743084 -0.441 0.173 -0.635 0.2688
N 0.738311 -1.529210 -0.001436 0.630 0.966 -1.456 -0.3420
H 0.301174 -1.823540 0.857968 -0.162 -0.299 -0.195 0.2539
N -1.085421 0.442205 1.424806 0.273 -0.128 -0.495 -0.6830
H 0.979096 0.797559 0.881742 -0.100 0.015 0.052 0.2962
C 1.083675 -2.566237 -0.943909 1.646 -1.876 1.131 -0.9451
O -0.318447 3.132162 0.672841 0.306 0.443 -0.707 -0.5338
H 1.655777 -3.335982 -0.357347 -0.448 0.466 -0.398 0.3289

=====

6.
19
Properties=species:S:1:pos:R:3:forces:R:3:mulliken_charge:R:1 method="wB97M-V/def2-TZVPD" fmax_ev_per_a=3.95 e_homo_ev=-8.6 de_lowest_ev=3.190 total_energy_ha=-344.26779
N -1.391690 -0.637483 2.181922 2.189 -0.706 0.154 -0.4947
H -1.112969 0.234223 1.778031 -1.155 0.622 0.565 0.1044
H -0.793978 -0.669153 -0.578417 0.429 -0.472 0.129 0.2773
H -2.282537 -0.847643 2.579433 -0.340 0.817 -0.170 0.2334
H 1.307920 2.413506 -1.582999 -0.286 0.090 0.576 0.4004
C -0.061310 -1.197807 0.090566 -2.471 2.575 1.696 -0.5173
H 2.553779 0.665886 -0.398768 0.038 0.943 0.058 0.4048
H 0.360879 -1.996495 -0.513520 0.517 -0.006 0.516 0.4016
H -0.012162 1.736203 -0.385446 0.697 1.564 0.652 0.1364
N 0.896992 -0.165395 0.583692 1.417 -1.304 -2.273 -0.5146
C 0.666732 1.600728 -1.224770 -0.886 -0.319 0.521 -0.2706
O -0.404794 1.393600 -2.198155 1.026 -1.281 -0.163 -0.5457
C -0.910844 -1.676648 1.310809 -0.875 -2.547 -1.939 -0.3348
H -1.851465 -2.108832 0.883553 0.794 -0.205 -0.208 0.2772
H 0.510409 0.585461 1.132651 -0.334 -0.214 0.133 0.2123
H 1.645285 -0.370582 -1.366037 -0.230 0.125 0.080 0.3007
C 1.519202 0.436178 -0.628729 -0.508 -1.113 -0.660 -0.6238
H -0.394023 -2.591386 1.712063 -0.175 1.188 0.661 0.2506
H -0.380462 2.106270 -2.828680 0.154 0.243 -0.328 0.3024

=====

7.
19
Properties=species:S:1:pos:R:3:forces:R:3:mulliken_charge:R:1 method="wB97M-V/def2-TZVPD" fmax_ev_per_a=1.33 e_homo_ev=-8.7 de_lowest_ev=2.087 total_energy_ha=-344.30834
O 3.613927 -4.607214 2.020343 0.076 -0.449 0.232 -0.6385
H 0.038823 -0.255889 0.508368 0.440 0.320 0.438 0.3781
H -1.489534 1.827027 1.143797 -0.100 -0.055 -0.077 0.2456
C 0.371412 1.897361 0.301043 0.324 -0.477 0.264 -0.5577
C -1.042525 0.281290 -1.142282 -0.267 -0.070 0.338 0.5450
H 1.019450 0.182715 -0.867861 0.450 0.221 0.175 0.3610
C 0.181548 0.509714 -0.259102 -0.792 -0.795 -0.706 -0.7663
H -1.752015 2.249291 -1.508887 0.350 0.068 0.267 0.2212
H -0.693356 -1.739849 -1.283336 -0.402 -0.270 -0.567 0.2731
H -0.719252 3.219594 1.390165 0.035 -0.149 0.223 0.2337
H -2.801413 1.216611 -0.702922 -0.194 0.037 -0.112 0.2371
C -1.337982 -0.930374 -1.618029 0.644 0.980 0.562 -0.9399
H 3.874296 -3.685199 2.014109 -0.176 0.128 -0.240 0.3190
N -0.582784 2.212541 1.362310 -0.139 0.362 -0.067 -0.6473
H 2.968113 -4.759156 1.323980 0.099 0.322 0.009 0.3195
H 0.381403 2.620142 -0.519904 -0.022 0.097 -0.035 0.3018
H -2.189876 -0.959947 -2.272607 -0.133 -0.743 -0.074 0.3411
N -1.998774 1.300910 -1.298025 -0.465 0.169 -0.536 -0.5718
H 1.355268 1.890541 0.762980 0.274 0.305 -0.093 0.3452

=====

8.
19
Properties=species:S:1:pos:R:3:forces:R:3:mulliken_charge:R:1 method="wB97M-V/def2-TZVPD" fmax_ev_per_a=1.49 e_homo_ev=-8.1 de_lowest_ev=2.107 total_energy_ha=-344.30759
H -0.884796 -0.249462 -3.001164 -0.078 0.510 -0.236 0.2271
N -0.732252 -0.956127 -2.308933 0.416 -0.389 0.394 -0.3329
H 1.258166 0.262309 -1.340702 0.429 -0.296 -0.139 0.2888
H -0.048127 -0.252170 2.539464 0.569 0.289 -0.392 0.2279
H -2.820396 -1.522672 -2.112538 0.480 -0.125 -0.011 0.2998
H -1.598389 -2.765149 -1.643694 -0.171 0.547 -0.645 0.2850
C 1.478965 1.080730 2.748107 0.036 0.494 0.356 0.0419
H -1.860697 -2.325278 -3.384046 -0.016 -0.114 0.321 0.3033
C -0.556497 -0.363060 -0.999291 -0.069 -0.226 0.575 -0.4137
C -1.814700 -1.935782 -2.360867 -0.021 -0.216 0.378 -0.8271
H 1.659617 2.771768 1.433740 0.050 -0.297 0.308 0.2422
C 1.916585 2.300349 2.387961 0.184 -0.093 0.353 -0.8023
N 0.693884 0.199246 1.993316 -0.370 0.141 0.268 -0.3924
H -0.300773 -1.184862 -0.272367 -0.309 0.595 -0.635 0.3865
H -1.507949 0.115751 -0.669116 0.662 0.067 0.105 0.3093
H 1.743838 0.687605 3.741315 -0.074 0.168 -0.480 0.2808
H 0.341976 0.612361 1.130715 0.172 -0.150 0.288 0.1756
H 2.560791 2.883180 3.074294 -0.474 -0.558 -0.540 0.2289
O 0.470752 0.641270 -0.956187 -1.419 -0.348 -0.270 -0.5287

=====

9.
19
Properties=species:S:1:pos:R:3:forces:R:3:mulliken_charge:R:1 method="wB97M-V/def2-TZVPD" fmax_ev_per_a=5.21 e_homo_ev="-8.4 / -7.7" de_lowest_ev=6.836 total_energy_ha=-344.13382
C 2.622525 -1.298670 0.460481 -0.600 -0.518 4.786 -0.8608
H -1.842174 2.112436 0.931386 1.831 3.718 0.492 0.2958
H 2.520611 -1.877484 1.514086 -0.267 1.215 -2.699 0.2582
H 3.549699 -0.802964 0.573523 1.504 0.272 -0.172 0.3458
H 2.082750 -0.020930 -1.712731 -0.245 1.388 1.200 0.2339
C -2.190103 -0.872436 -0.491394 3.190 0.930 0.609 -0.8043
H 2.644119 -1.926350 -0.368373 -0.130 -1.335 -1.413 0.3377
N 1.689121 -0.225190 0.335301 -2.439 0.008 0.701 0.4340
H -2.461674 0.775072 1.708614 -0.428 -1.122 2.262 0.3565
H -2.286622 -1.537551 0.405706 -0.112 0.252 -0.924 0.2742
H 2.911574 1.164916 -0.454347 -1.655 -0.332 -1.358 0.3050
C -2.278697 1.229452 0.798118 -3.798 -2.499 -2.549 -0.8248
H -1.491024 -1.282483 -1.316858 -1.287 0.221 1.542 0.1927
H 1.051304 1.288987 -0.828576 0.130 0.213 -0.350 0.3065
O 0.618382 -0.037683 1.048229 1.707 -0.755 -0.140 -0.4909
N -1.578066 0.430446 -0.096951 0.675 -1.313 -2.023 -0.1734
H -3.339462 1.379548 0.327639 1.332 0.093 0.783 0.2870
H -3.103916 -0.582789 -0.924278 -1.626 -0.205 -0.560 0.4031
C 1.915661 0.639667 -0.776611 2.218 -0.231 -0.188 -0.8762

=====

10.
19
Properties=species:S:1:pos:R:3:forces:R:3:mulliken_charge:R:1 method="wB97M-V/def2-TZVPD" fmax_ev_per_a=5.82 e_homo_ev=-8.3 de_lowest_ev=3.413 total_energy_ha=-344.25958
H 0.923915 1.514115 0.095595 -0.959 0.360 0.207 0.2438
H -0.854380 2.045694 -0.388994 1.972 -1.438 -0.332 0.3816
H -0.193565 -1.419713 3.185951 -0.724 0.028 -0.712 0.2772
N 0.501041 0.764328 -1.732093 -0.426 1.302 0.005 -0.3420
H -2.346929 -0.519796 1.327304 -0.041 0.102 -0.728 0.2486
O -0.709986 -1.207272 2.375620 3.394 1.559 0.215 -0.5608
H -2.480406 0.367697 -0.224636 0.235 -0.718 2.289 0.2500
H 0.894412 -1.334850 -1.849030 0.825 0.438 0.470 0.2811
H 2.248245 -0.422684 -0.906252 -1.788 0.406 -1.035 0.1755
H -0.687260 -0.845958 -0.434918 1.301 1.049 1.666 0.0589
C 1.462533 -0.368521 -1.760536 -1.096 -0.348 1.125 -0.7667
H 2.063739 -0.297133 -2.628345 0.541 0.211 -1.093 0.3561
C -0.038358 1.194794 -0.366494 0.737 1.013 -2.574 -0.9248
H 1.094072 -0.896681 1.133979 -0.433 0.757 1.099 0.2360
H -0.148486 0.854668 -2.554111 1.075 -0.530 1.511 0.2294
N -1.988326 0.203989 0.710489 -1.233 1.973 -1.309 -0.7762
C -0.609874 0.032139 0.344733 -0.622 -2.388 -0.126 0.8093
C 0.274063 -0.256796 1.572170 -2.902 -4.772 -1.628 -0.6437
H 0.595550 0.591980 2.099569 0.144 0.995 0.948 0.4666

=====

11.
19
Properties=species:S:1:pos:R:3:forces:R:3:mulliken_charge:R:1 method="wB97M-V/def2-TZVPD" fmax_ev_per_a=2.81 e_homo_ev=-9.2 de_lowest_ev=1.902 total_energy_ha=-344.31511
H -1.444104 -1.664936 -1.511829 -0.057 0.871 0.616 0.2695
H 2.544356 0.504469 1.620050 -0.186 -0.885 0.508 0.2520
C 0.180947 -0.290179 0.356214 0.066 1.415 0.927 0.5222
H 2.101127 -0.143667 3.050705 0.114 0.034 0.436 0.2372
N 1.049070 0.448080 -0.599612 -0.401 1.212 0.734 -0.6847
O -1.053795 0.155241 -2.393968 0.698 0.764 -0.402 -0.5376
H -0.131202 -0.301688 2.461554 0.578 0.110 -0.341 0.4287
H 1.179752 1.370501 -0.081049 0.480 -1.556 -1.527 0.3088
H 1.913975 -0.011105 -0.860686 0.011 0.230 0.424 0.2112
H 0.395329 1.298283 2.072223 0.001 -0.827 -1.375 0.3317
H -0.285904 0.630400 -2.003099 -0.191 -0.557 -0.375 0.3991
C -1.265980 0.069372 0.025314 -0.931 -1.744 -0.905 -1.0781
H -1.973894 -0.267387 0.832087 0.665 0.182 -0.745 0.3479
H -2.798823 -0.396278 -1.452076 1.874 -0.638 0.046 0.2423
C 0.565800 0.215144 1.753671 -1.074 -0.855 2.130 -0.8719
H -1.497413 1.114714 -0.214371 0.608 0.141 0.697 0.3084
C -1.638978 -0.565355 -1.360148 -2.737 -0.062 0.625 -0.3414
H 0.309527 -1.408579 0.393027 0.104 1.169 -0.461 0.2570
N 1.934659 -0.209340 2.063855 0.379 0.998 -1.012 -0.6023

=====

12.
19
Properties=species:S:1:pos:R:3:forces:R:3:mulliken_charge:R:1 method="wB97M-V/def2-TZVPD" fmax_ev_per_a=3.09 e_homo_ev=-9.3 de_lowest_ev=1.899 total_energy_ha=-344.31525
C 1.059033 -0.683504 0.772821 -0.629 0.635 -1.312 0.0553
N 2.057207 -1.741047 0.746064 0.019 0.281 -0.127 -0.6223
H 0.580696 -1.196265 -1.352485 -0.785 0.222 -0.266 0.3968
H 2.944185 -1.390753 0.399053 0.001 0.005 0.051 0.2674
H -2.541484 0.454497 0.651794 -0.056 -0.008 0.090 0.2675
H 0.142569 -1.140618 1.169121 0.078 -0.003 -0.189 0.3001
N 1.332821 0.513136 1.510268 0.826 0.643 1.232 -0.5435
H -2.126843 -0.598324 -1.555276 -0.002 -0.087 -0.142 0.2618
H 1.642971 1.343772 1.020052 -0.273 -0.356 -0.815 0.2238
H -1.466803 0.919453 -2.170180 -0.117 0.001 -0.213 0.2860
H -0.797742 0.669002 0.263783 -2.147 0.751 -0.543 0.0295
H 2.205227 -2.112185 1.678382 -0.064 -0.048 -0.128 0.2510
H -2.011768 2.012244 0.029681 0.165 0.036 0.109 0.2830
C -1.879550 0.935485 -0.066242 1.397 -0.412 0.613 -0.4033
H -3.202119 0.773328 -1.778520 0.036 0.076 -0.065 0.3451
C -2.193201 0.486657 -1.484582 0.256 -0.132 0.232 -0.9592
O 1.363778 0.662271 -1.271954 -0.873 -0.045 0.260 -0.4579
H 2.061713 0.386879 2.209546 -0.406 -0.318 0.043 0.2430
C 0.829312 -0.294028 -0.771325 2.575 -1.242 1.168 -0.2243